C21H21N4O3ReS as an isolated structure, computed with ωB97M-V/def2-TZVPD.

Atoms and positions in Å:
Re (-0.1875, -0.2392, -0.1871)
O (-0.4461, 1.7536, -0.1023)
C (-1.2507, 2.3836, -0.9402)
C (-1.9697, 3.4993, -0.4790)
C (-2.8047, 4.1885, -1.3199)
C (-2.9354, 3.8428, -2.6801)
C (-2.2038, 2.8000, -3.1650)
C (-1.3722, 2.0331, -2.3115)
C (-0.5055, 1.0647, -2.8801)
N (0.0909, 0.1524, -2.1840)
C (1.3192, -0.5031, -2.6614)
C (2.4280, -0.0875, -1.6890)
N (1.8919, -0.1437, -0.3047)
C (2.6860, -0.0393, 0.6919)
C (2.3035, 0.0085, 2.0883)
C (3.3394, 0.2346, 3.0090)
C (3.0941, 0.3246, 4.3595)
C (1.7857, 0.1561, 4.8112)
C (0.7512, -0.0791, 3.9258)
C (0.9822, -0.1292, 2.5573)
O (-0.0924, -0.3179, 1.7683)
H (-1.8586, 3.7740, 0.5615)
H (-3.3703, 5.0255, -0.9296)
H (-3.5911, 4.4071, -3.3282)
H (-2.2592, 2.5319, -4.2147)
H (-0.2520, 1.1555, -3.9384)
H (1.5646, -0.2039, -3.6800)
H (1.1687, -1.5807, -2.6210)
H (2.7267, 0.9393, -1.9040)
H (3.2995, -0.7339, -1.7903)
H (3.7539, 0.0444, 0.4828)
H (4.3510, 0.3440, 2.6320)
H (3.8974, 0.5213, 5.0555)
H (1.5731, 0.2142, 5.8715)
H (-0.2670, -0.2163, 4.2658)
S (-2.6538, -0.4021, -0.1835)
C (-2.7510, -2.0127, 0.4421)
N (-2.8215, -3.0289, -0.4508)
C (-2.8565, -4.3255, -0.0999)
C (-2.8455, -4.6430, 1.2231)
C (-2.8136, -3.5677, 2.1155)
N (-2.7702, -2.2964, 1.7459)
H (-2.7903, -2.7585, -1.4265)
H (-2.9003, -5.0507, -0.8999)
H (-2.8757, -5.6688, 1.5564)
H (-2.8321, -3.7483, 3.1850)
C (0.9600, -2.9379, 0.1700)
O (-0.0170, -2.1365, -0.4792)
H (0.8387, -3.9763, -0.1363)
H (0.8364, -2.8717, 1.2540)
H (1.9825, -2.6358, -0.0676)

Values from the calculation:
* charge: +1
* multiplicity: 2
* molecular weight: 595.7 g/mol
* LUMO energy (alpha / beta): -3.57 / -3.41 eV
* highest occupied orbital energy (alpha / beta): -10.26 / -10.00 eV

---

A 2-piece molecular cluster, C6H6O2 overall in a non-equilibrium geometry, computed with ωB97M-V/def2-TZVPD.

Atoms and positions in Å:
C (-0.2901, -0.6572, 1.4662)
C (1.4708, 0.2739, -0.4131)
C (0.3516, 0.4584, 1.0312)
C (0.3242, 1.7298, 1.4763)
O (1.0309, -0.4035, -1.3535)
C (-1.0076, -0.9549, -1.6077)
C (-1.3374, -1.3065, -2.7237)
O (2.5027, 0.8630, -0.2691)
H (-0.9782, -0.6264, 2.3041)
H (-1.2498, -0.7584, -0.5743)
H (-0.0483, -1.6314, 1.0592)
H (0.5162, 2.5640, 0.8142)
H (0.2362, 1.9616, 2.5311)
H (-1.5212, -1.5125, -3.7408)

Values from the calculation:
* charge: 0
* molecular weight: 110.1 g/mol
* LUMO energy (alpha / beta): -3.20 / -2.35 eV
* highest occupied orbital energy (alpha / beta): -8.62 / -9.06 eV

---

| no. | total energy (eV) |
| --- | --- |
| 1 | -47181.3593 |
| 2 | -10406.8055 |